Formula: C5H11NO2
Source: OMol25
Level of theory: the ωB97M-V functional and the def2-TZVPD basis

Its spin multiplicity is 2. Its total charge is +1. Its relative energy (zero: lowest compared OMol25 entry of this formula, charge and spin) is 7.048 eV. The calculation puts the HOMO energy (alpha / beta) at -14.44 / -15.87 eV. The value obtained for the LUMO energy (alpha / beta) is -8.57 / -8.29 eV. The frontier orbital gap (alpha / beta) is 5.9 / 7.6 eV. The calculation puts the total energy at -10933.429 eV. As for the molecular weight: 117.1 g mol⁻¹.

Atoms and positions in Å:
O1 0.1006 1.6521 1.0612
O2 -3.3855 0.2459 -0.4580
N1 -1.4874 -1.5074 -0.1221
C1 -1.1360 -0.1243 0.1102
C2 1.1774 -0.1887 -0.1595
C3 0.1597 0.1778 0.7779
C4 -1.2412 -1.6788 -1.5560
C5 -2.1938 0.7058 -0.0718
H1 0.8170 1.8272 0.4497
H2 6.1744 2.3816 2.6806
H3 5.9452 2.3589 1.9359
H4 -0.2293 -1.7742 -1.8064
H5 -1.6818 -2.7059 -1.7528
H6 1.8483 -0.9326 -0.0222
H7 -2.1808 1.7645 0.2650
H8 1.3073 0.4320 -0.9617
H9 0.1436 -0.3574 1.7669
H10 -1.6986 -0.8826 -2.1046
H11 -2.4391 -1.3940 -0.0324